[1]
Molecular formula: C31H25EuN9OSe2
Method: DFT, the ωB97M-V functional and the def2-TZVPD basis

CARTESIAN COORDINATES (ANGSTROEM)
1 Eu -0.77 -0.44 -0.17
2 C 0.98 -1.04 -5.66
3 C 1.81 -0.18 -4.94
4 C 1.91 -0.28 -3.57
5 C 1.18 -1.24 -2.86
6 C 0.37 -2.11 -3.59
7 C 0.26 -2.01 -4.97
8 N 1.17 -1.25 -1.45
9 C 2.34 -1.51 -0.78
10 C 3.49 -2.06 -1.35
11 C 4.62 -2.32 -0.59
12 C 4.65 -2.04 0.77
13 C 3.53 -1.50 1.37
14 C 2.38 -1.24 0.61
15 N 1.24 -0.65 1.13
16 N 1.22 -0.41 2.44
17 C 0.23 0.41 2.79
18 C 0.02 0.62 4.19
19 C -0.89 1.54 4.61
20 C -1.63 2.28 3.65
21 C -1.43 1.99 2.34
22 N -0.56 1.06 1.88
23 H 0.90 -0.96 -6.74
24 H 2.38 0.58 -5.47
25 H 2.55 0.40 -3.01
26 H -0.19 -2.87 -3.05
27 H -0.37 -2.70 -5.51
28 H 3.49 -2.29 -2.41
29 H 5.49 -2.75 -1.07
30 H 5.54 -2.24 1.35
31 H 3.51 -1.25 2.42
32 H 0.62 0.05 4.88
33 H -1.05 1.71 5.67
34 H -2.34 3.04 3.94
35 H -2.01 2.50 1.58
36 Se -4.28 -1.65 1.03
37 Se -2.93 -1.13 2.84
38 C -1.52 -2.42 2.53
39 C -1.11 -3.20 3.59
40 C -0.09 -4.12 3.38
41 C 0.44 -4.25 2.10
42 C -0.04 -3.43 1.10
43 N -0.99 -2.51 1.32
44 C -4.28 0.02 0.05
45 C -5.49 0.35 -0.54
46 C -5.59 1.52 -1.26
47 C -4.49 2.36 -1.32
48 C -3.32 1.96 -0.70
49 N -3.20 0.79 -0.05
50 H -1.58 -3.10 4.56
51 H 0.27 -4.73 4.19
52 H 1.22 -4.97 1.89
53 H 0.35 -3.48 0.09
54 H -6.34 -0.31 -0.43
55 H -6.52 1.80 -1.74
56 H -4.52 3.31 -1.84
57 H -2.44 2.58 -0.74
58 O -3.68 -3.27 -2.24
59 C -2.91 -2.42 -1.95
60 N -2.15 -1.55 -1.64
61 N -1.34 0.84 -3.11
62 C -1.32 1.78 -4.07
63 C -0.57 2.84 -3.59
64 C -0.18 2.43 -2.31
65 N -0.65 1.22 -2.03
66 H -1.75 -0.09 -3.11
67 H -1.81 1.62 -5.02
68 H -0.34 3.75 -4.10
69 H 0.43 2.95 -1.59

Results
Orbital gap (spin up / spin down) ... 5.35 / 5.94 eV
Energy ... -7277.64510 a.u.
HOMO level (spin up / spin down) ... -5.83 / -6.45 eV
⟨S²⟩ ... 15.787
Multiplicity ... 8
LUMO (spin up / spin down) ... -0.48 / -0.51 eV
ΔE to the lowest compared entry with this formula, charge and spin ... 0.0 kcal per mole

Atom charges from the Mulliken analysis, given in e for atoms 1 to 5: 0.851, -0.508, -0.829, 0.379, -0.642



[2]
Molecular formula: C6H24HgN4O7
Method: DFT, the ωB97M-V functional and the def2-TZVPD basis

CARTESIAN COORDINATES (ANGSTROEM)
1 Hg -0.39 -0.73 -0.19
2 C 2.58 -0.30 -3.26
3 C 1.45 -1.35 -2.97
4 O 0.15 -0.88 -2.56
5 H 2.29 0.42 -4.03
6 H 3.54 -0.77 -3.50
7 H 2.82 0.25 -2.35
8 H 1.89 -2.05 -2.26
9 H 1.42 -1.93 -3.89
10 C -0.50 1.54 3.83
11 C -0.44 0.07 3.42
12 O -0.88 -0.13 2.10
13 H -1.50 1.97 3.94
14 H -0.15 2.20 3.03
15 H 0.05 1.64 4.76
16 H -1.00 -0.54 4.12
17 H 0.60 -0.20 3.60
18 C 2.68 0.80 1.15
19 O 1.98 0.22 0.40
20 N 3.98 0.57 1.06
21 N 2.35 1.66 2.04
22 H 4.61 1.08 1.67
23 H 4.43 -0.12 0.47
24 H 1.40 1.91 2.28
25 H 3.03 1.90 2.74
26 C -3.72 0.31 -1.72
27 O -2.93 -0.35 -1.09
28 N -3.65 0.82 -2.87
29 N -4.80 0.58 -1.08
30 H -2.82 0.77 -3.45
31 H -4.49 1.28 -3.20
32 H -5.02 -0.02 -0.30
33 H -5.57 1.14 -1.41
34 O -0.72 1.50 -0.56
35 H 0.02 2.08 -0.73
36 H -1.48 1.98 -0.87
37 O 1.27 -2.55 0.09
38 H 2.06 -2.33 -0.40
39 H 1.31 -3.50 0.20
40 O -1.76 -2.71 0.41
41 H -2.08 -2.71 1.31
42 H -2.04 -3.55 0.05

Results
Orbital gap ... 7.38 eV
Energy ... -1142.02154 a.u.
HOMO level ... -6.96 eV
LUMO ... 0.41 eV
ΔE to the lowest compared entry with this formula, charge and spin ... 0.0 kcal per mole

Atom charges from the Mulliken analysis, given in e for atoms 1 to 5: 1.993, -0.904, -0.104, -0.812, 0.286